{
  "formula": "C3H4NO2",
  "method": "wB97M-V/def2-TZVPD",
  "homo_lumo_gap_ev": 10.92,
  "e_above_lowest_ev": 0.9204,
  "e_tot_ha": -321.63257,
  "molar_mass_g_mol": 86.07,
  "charge": 1,
  "e_lumo_ev": -5.5,
  "species": ["C", "C", "C", "N", "O", "O", "H", "H", "H", "H"],
  "coordinates": [[0.75993, -1.05596, -3.76902], [-0.08593, -1.08936, 0.26758], [0.07859, 1.32141, -0.06618], [0.02875, 0.11080, 0.13452], [0.99005, -0.60166, -4.81134], [0.51837, -1.47639, -2.72347], [-0.79154, -1.82722, -0.40485], [0.75654, -1.64316, 0.90566], [0.92346, 1.67386, -0.72570], [-0.31064, 2.05385, 0.65452]],
  "forces_ev_per_a": [[0.355, 0.892, -1.996], [0.957, -5.686, -0.427], [2.565, 2.159, 0.317], [-1.005, 0.636, -0.275], [-0.117, -0.409, 0.744], [-0.246, -0.459, 1.266], [1.467, 2.327, 1.783], [-2.087, 1.235, -1.068], [-1.332, -0.281, 0.122], [-0.556, -0.412, -0.466]]
}